C32H55BCl3N3OP2RbSi | ωB97M-V/def2-TZVPD

Atoms and positions in Å:
Rb (14.74, 10.77, 10.49)
C (13.06, 10.00, 13.96)
C (13.17, 11.16, 14.96)
C (11.87, 11.17, 15.82)
C (14.36, 10.78, 15.86)
P (13.47, 12.73, 13.98)
C (11.72, 13.49, 13.81)
N (10.86, 12.65, 12.98)
B (11.23, 11.91, 11.78)
N (9.93, 11.69, 11.15)
C (9.63, 11.11, 9.85)
P (10.68, 9.63, 9.31)
C (9.48, 8.24, 10.07)
C (10.23, 6.94, 9.89)
C (9.24, 8.44, 11.59)
C (8.17, 8.17, 9.32)
C (10.46, 9.82, 7.38)
C (9.16, 10.46, 6.92)
C (10.79, 8.52, 6.60)
C (11.68, 10.72, 7.09)
C (8.85, 12.23, 11.95)
C (7.54, 12.42, 11.66)
C (6.80, 13.20, 12.52)
C (7.31, 13.58, 13.78)
C (8.68, 13.35, 14.07)
C (9.47, 12.69, 13.11)
C (14.21, 14.22, 15.03)
C (14.31, 15.46, 14.04)
C (15.68, 14.04, 15.58)
C (13.23, 14.62, 16.16)
H (12.49, 9.16, 14.40)
H (14.02, 9.60, 13.62)
H (12.54, 10.37, 13.08)
H (11.87, 10.22, 16.36)
H (11.02, 11.35, 15.21)
H (11.96, 11.98, 16.61)
H (14.22, 9.71, 16.08)
H (14.38, 11.43, 16.76)
H (15.37, 10.86, 15.40)
H (11.83, 14.54, 13.38)
H (11.22, 13.59, 14.76)
H (9.79, 11.84, 9.08)
H (8.60, 10.82, 9.72)
H (11.35, 7.05, 10.11)
H (10.18, 6.52, 8.84)
H (9.72, 6.20, 10.50)
H (10.21, 8.36, 12.09)
H (8.62, 7.65, 11.95)
H (8.81, 9.43, 11.72)
H (8.23, 7.70, 8.29)
H (7.72, 9.19, 9.22)
H (7.48, 7.49, 9.86)
H (9.28, 11.50, 6.61)
H (8.28, 10.36, 7.61)
H (8.76, 9.98, 6.05)
H (9.90, 7.90, 6.43)
H (11.55, 7.89, 7.07)
H (11.19, 8.75, 5.56)
H (11.61, 11.67, 7.59)
H (11.63, 10.90, 6.01)
H (12.58, 10.13, 7.39)
H (7.25, 12.13, 10.64)
H (5.79, 13.44, 12.26)
H (6.73, 14.05, 14.52)
H (9.07, 13.54, 15.08)
H (14.68, 15.20, 13.04)
H (15.04, 16.15, 14.42)
H (13.34, 15.96, 13.92)
H (16.43, 14.06, 14.82)
H (15.74, 13.07, 16.07)
H (15.91, 14.89, 16.23)
H (12.51, 15.42, 15.84)
H (13.82, 14.93, 17.01)
H (12.65, 13.72, 16.41)
O (17.52, 10.90, 10.60)
C (18.13, 12.08, 9.99)
C (18.27, 11.91, 8.44)
C (17.10, 12.28, 7.47)
C (16.49, 13.59, 7.79)
C (16.96, 14.76, 7.15)
C (16.21, 15.92, 7.22)
C (15.06, 15.93, 8.08)
C (14.91, 14.79, 8.89)
N (15.51, 13.66, 8.76)
H (18.18, 10.35, 11.09)
H (19.09, 12.30, 10.40)
H (17.52, 12.98, 10.19)
H (18.41, 10.84, 8.26)
H (19.17, 12.37, 8.07)
H (16.34, 11.46, 7.51)
H (17.58, 12.36, 6.48)
H (17.83, 14.68, 6.50)
H (16.61, 16.83, 6.85)
H (14.44, 16.74, 8.15)
H (14.07, 14.79, 9.58)
Cl (15.34, 7.99, 11.95)
Si (14.73, 6.35, 10.56)
Cl (16.57, 5.64, 9.87)
Cl (14.38, 7.55, 8.75)

Summary:
**Energy above the lowest of the compared OMol25 structures with the same formula, charge and spin**: 0.0 kJ/mol
**Gap between HOMO and LUMO**: 4.04 eV
**Total charge**: -1

Atom charges from the Mulliken analysis, given in e for atoms 1 to 2: atom 1 (Rb): 0.365, atom 2 (C): -0.935

C18H25BN8O3Zn | ωB97M-V/def2-TZVPD

Atoms and positions in Å:
H (1.16, -0.70, 2.32)
N (-0.73, -1.54, 1.77)
B (-2.41, -3.23, 0.68)
N (-1.09, -2.83, 1.41)
C (-0.15, -3.67, 1.90)
Zn (-1.95, 0.07, 2.04)
H (-0.34, -4.73, 1.93)
C (0.90, -2.91, 2.42)
H (1.75, -3.29, 2.93)
C (0.54, -1.58, 2.21)
H (-2.89, -4.21, 1.20)
C (-0.04, 0.22, -2.21)
H (-0.26, 0.66, -3.18)
H (-0.89, 0.13, -1.48)
H (0.36, -0.79, -2.29)
N (-2.06, -3.87, -0.77)
N (-3.44, -2.07, 0.70)
N (-1.10, -3.25, -1.61)
N (-3.26, -0.73, 0.94)
C (-2.52, -4.98, -1.37)
C (-4.77, -2.29, 0.55)
H (-3.24, -5.60, -0.90)
H (-5.12, -3.31, 0.49)
C (-1.88, -5.14, -2.60)
C (-5.42, -1.06, 0.58)
C (-1.01, -4.05, -2.68)
C (-4.42, -0.09, 0.69)
H (-2.04, -5.91, -3.29)
H (-6.49, -0.88, 0.58)
H (-0.35, -3.88, -3.52)
H (-4.48, 0.97, 0.53)
H (1.25, 0.73, -1.75)
C (2.58, 4.33, -2.23)
C (3.33, 3.84, -1.01)
C (2.41, 3.27, 0.13)
C (3.22, 2.76, 1.39)
C (4.28, 1.73, 1.08)
C (1.29, 4.28, 0.56)
O (1.30, 5.50, 0.43)
N (0.24, 3.59, 1.19)
C (-0.15, 2.27, 0.99)
O (-1.07, 1.82, 1.74)
N (0.48, 1.65, 0.03)
C (1.65, 2.05, -0.43)
O (2.12, 1.32, -1.42)
H (2.24, 3.49, -2.84)
H (3.30, 4.89, -2.82)
H (1.76, 4.97, -1.93)
H (4.05, 3.07, -1.34)
H (3.93, 4.65, -0.56)
H (3.66, 3.62, 1.91)
H (2.52, 2.30, 2.10)
H (5.09, 2.13, 0.45)
H (4.75, 1.36, 1.99)
H (3.86, 0.85, 0.58)
H (-0.43, 4.05, 1.77)

Summary:
**Energy above the lowest of the compared OMol25 structures with the same formula, charge and spin**: 491.0 kJ/mol
**Gap between HOMO and LUMO**: 3.75 eV
**Total charge**: 0

Atom charges from the Mulliken analysis, given in e for atoms 1 to 2: atom 1 (H): 0.379, atom 2 (N): -0.451

C6H10O | ωB97M-V/def2-TZVPD

Atoms and positions in Å:
C (2.22, 0.09, 0.09)
C (0.75, -0.17, 0.03)
C (0.07, -1.20, 0.54)
C (-1.41, -1.12, 0.30)
C (-1.59, 0.20, -0.48)
C (-0.18, 0.84, -0.61)
O (-0.06, 2.13, -0.02)
H (2.41, 1.05, 0.58)
H (2.64, 0.16, -0.92)
H (2.75, -0.70, 0.63)
H (0.53, -2.03, 1.08)
H (-1.97, -1.13, 1.25)
H (-1.76, -1.98, -0.28)
H (-2.04, 0.03, -1.46)
H (-2.24, 0.91, 0.05)
H (0.09, 1.01, -1.66)
H (-0.23, 2.02, 0.92)

Summary:
**Energy above the lowest of the compared OMol25 structures with the same formula, charge and spin**: 2.0 kJ/mol
**Gap between HOMO and LUMO**: 10.18 eV
**SMILES**: CC1=CCC[C@H]1O
**Total charge**: 0

Atom charges from the Mulliken analysis, given in e for atoms 1 to 2: atom 1 (C): -1.278, atom 2 (C): 0.303

C29H59N3O12P3 | ωB97M-V/def2-TZVPD

Atoms and positions in Å:
C (-1.88, 2.10, 1.22)
C (-1.82, 0.79, 2.18)
O (-3.18, 0.28, 2.26)
P (-3.52, -0.47, 3.75)
O (-2.94, 0.24, 4.98)
C (-3.12, -2.33, 3.71)
C (-1.76, -2.70, 4.46)
C (-0.59, -1.81, 3.82)
N (0.80, -2.31, 4.05)
C (1.80, -1.44, 3.96)
N (1.77, 0.01, 3.65)
C (2.78, 0.06, 2.51)
C (3.83, -1.14, 2.81)
C (3.59, -2.21, 1.63)
O (4.62, -2.20, 0.62)
C (4.06, -2.70, -0.62)
C (3.02, -3.89, -0.64)
C (2.38, -4.39, -1.96)
C (2.74, -3.76, -3.32)
C (3.79, -2.61, -3.35)
C (4.43, -2.10, -2.01)
N (3.27, -1.65, 4.11)
O (-5.24, -0.39, 3.93)
C (-5.67, 1.00, 3.91)
C (-6.38, 1.46, 2.55)
H (-2.82, 1.97, 0.55)
H (-1.93, 3.07, 1.82)
H (-0.98, 2.08, 0.51)
H (-1.07, 0.08, 1.70)
H (-1.39, 1.16, 3.17)
H (-3.06, -2.69, 2.62)
H (-4.01, -2.88, 4.21)
H (-1.83, -2.61, 5.60)
H (-1.54, -3.82, 4.26)
H (-0.74, -0.72, 4.16)
H (-0.75, -1.81, 2.68)
H (1.05, -3.29, 4.26)
H (0.88, 0.37, 3.27)
H (2.27, 0.10, 1.48)
H (3.20, 1.13, 2.59)
H (4.85, -0.63, 2.82)
H (3.54, -3.27, 2.10)
H (2.53, -2.00, 1.21)
H (2.70, -4.39, 0.34)
H (1.61, -5.24, -1.88)
H (2.20, -4.17, -4.25)
H (4.05, -2.19, -4.38)
H (5.19, -1.25, -2.13)
H (3.54, -2.60, 4.39)
H (-6.44, 1.12, 4.76)
H (-4.84, 1.75, 4.14)
H (-7.44, 1.87, 2.75)
H (-5.79, 2.37, 2.14)
H (-6.37, 0.65, 1.75)
O (1.89, 3.84, 0.72)
P (2.22, 4.72, -0.49)
O (2.85, 3.47, -1.38)
C (1.95, 2.49, -1.89)
C (1.12, 3.04, -3.02)
O (3.62, 5.31, 0.17)
C (3.62, 5.74, 1.53)
C (4.38, 4.74, 2.38)
O (2.51, 5.71, -1.86)
C (3.79, 6.11, -2.33)
C (4.56, 5.03, -3.05)
H (1.31, 2.10, -1.08)
H (2.56, 1.65, -2.25)
H (0.46, 3.84, -2.67)
H (0.50, 2.25, -3.46)
H (1.75, 3.46, -3.81)
H (2.61, 5.88, 1.90)
H (4.12, 6.71, 1.57)
H (4.01, 3.72, 2.22)
H (4.29, 4.98, 3.44)
H (5.44, 4.73, 2.11)
H (4.39, 6.57, -1.54)
H (3.59, 6.92, -3.05)
H (4.95, 4.28, -2.36)
H (5.42, 5.46, -3.58)
H (3.93, 4.51, -3.78)
O (-1.66, -0.72, -2.01)
P (-2.12, -2.15, -2.35)
O (-2.26, -1.89, -3.98)
C (-1.08, -1.73, -4.74)
C (-0.33, -3.04, -4.88)
O (-3.69, -1.88, -1.88)
C (-3.95, -1.17, -0.68)
C (-4.48, 0.21, -1.01)
O (-2.53, -3.79, -2.61)
C (-3.82, -4.27, -2.98)
C (-4.19, -4.02, -4.43)
H (-0.44, -0.96, -4.29)
H (-1.38, -1.37, -5.73)
H (0.02, -3.40, -3.91)
H (0.53, -2.93, -5.55)
H (-0.99, -3.82, -5.29)
H (-3.06, -1.12, -0.05)
H (-4.71, -1.73, -0.12)
H (-3.82, 0.73, -1.71)
H (-4.57, 0.82, -0.10)
H (-5.46, 0.14, -1.49)
H (-4.60, -3.90, -2.30)
H (-3.79, -5.35, -2.82)
H (-4.42, -2.97, -4.61)
H (-5.07, -4.60, -4.70)
H (-3.37, -4.31, -5.09)

Summary:
**Gap between HOMO and LUMO**: 7.14 eV
**Total charge**: +1

Atom charges from the Mulliken analysis, given in e for atoms 1 to 2: atom 1 (C): -0.580, atom 2 (C): 0.040

C6H29NO7 | ωB97M-V/def2-TZVPD

Atoms and positions in Å:
N (-3.05, 2.51, 1.47)
H (-3.39, 1.91, 2.20)
H (-3.71, 2.56, 0.70)
H (-2.21, 2.10, 1.10)
H (-2.89, 3.43, 1.85)
O (-0.03, 0.73, 0.32)
H (0.20, -0.14, 0.69)
C (-3.13, -1.70, -1.95)
O (-2.74, -1.60, -0.63)
H (-2.22, -1.70, -2.54)
H (-3.78, -2.54, -2.21)
H (-3.60, -0.79, -2.30)
H (-2.05, -0.93, -0.62)
C (0.13, -5.74, -0.98)
O (0.15, -5.05, 0.21)
H (0.33, -5.08, -1.82)
H (0.87, -6.54, -1.02)
H (-0.88, -6.09, -1.21)
H (-0.26, -4.20, 0.01)
C (1.93, 5.10, 0.58)
O (1.75, 4.02, 1.45)
H (2.43, 5.94, 1.06)
H (2.42, 4.97, -0.39)
H (0.92, 5.44, 0.36)
H (1.27, 3.34, 0.97)
C (3.58, -1.68, -1.55)
O (3.53, -0.38, -0.93)
H (3.09, -1.62, -2.52)
H (4.64, -1.82, -1.75)
H (3.19, -2.52, -0.97)
H (2.65, -0.16, -0.62)
C (0.86, -1.57, 4.97)
O (1.12, -0.97, 6.28)
H (1.74, -2.04, 4.54)
H (0.05, -2.31, 5.00)
H (0.61, -0.79, 4.26)
H (0.35, -0.43, 6.48)
C (-0.84, 2.96, -3.66)
O (0.23, 2.01, -3.30)
H (-1.77, 2.42, -3.83)
H (-1.04, 3.54, -2.76)
H (-0.62, 3.54, -4.56)
H (0.14, 1.86, -2.36)

Summary:
**Energy above the lowest of the compared OMol25 structures with the same formula, charge and spin**: 660.5 kJ/mol
**Gap between HOMO and LUMO**: 6.04 eV
**Total charge**: 0

Atom charges from the Mulliken analysis, given in e for atoms 1 to 2: atom 1 (N): -0.466, atom 2 (H): 0.383

CH2N2S | ωB97M-V/def2-TZVPD

Atoms and positions in Å:
C (-1.85, 0.16, -0.10)
N (0.48, -0.16, -0.73)
N (-2.88, 0.27, 0.37)
S (1.42, -0.87, 0.32)
H (0.49, 0.75, -1.02)
H (2.34, -0.15, 1.16)

Summary:
**Energy above the lowest of the compared OMol25 structures with the same formula, charge and spin**: 418.6 kJ/mol
**Gap between HOMO and LUMO (spin up / spin down)**: 8.66 / 7.02 eV
**Total charge**: 0

Atom charges from the Mulliken analysis, given in e for atoms 1 to 2: atom 1 (C): -0.008, atom 2 (N): -0.273

no.,largest force on an atom (eV/A)
1,4.286
2,6.268
3,0.322
4,9.659
5,2.296
6,3.564